<A>
The following is a DFT calculation (ωB97M-V with the def2-TZVPD basis set) of C17H26ClIrNO as an isolated structure.

```
47
C17H26ClIrNO ωB97M-V with the def2-TZVPD basis set
C 0.077 0.305 -5.840
C 1.445 0.768 -5.572
C -0.160 -1.102 -6.199
C -1.056 1.241 -5.784
Cl -0.897 -2.061 -1.543
H -0.137 -1.259 -7.288
H -1.142 -1.450 -5.845
H 0.602 -1.763 -5.757
H 1.955 1.109 -6.488
H 2.061 -0.040 -5.152
H 1.464 1.609 -4.865
H -1.292 1.669 -6.771
H -0.860 2.081 -5.102
H -1.970 0.737 -5.435
C 1.035 -1.629 1.805
C 0.849 -2.842 1.035
C 1.537 -2.654 -0.217
H 0.367 -3.756 1.384
C 1.902 -1.305 -0.325
C 1.512 -0.625 0.866
H 1.705 0.415 1.119
H 0.861 -1.491 2.870
H 1.717 -3.443 -0.941
H 2.388 -0.834 -1.185
C -1.589 0.380 1.227
C -1.720 -0.799 2.061
C -2.416 -1.789 1.268
H -1.344 -0.926 3.076
C -2.975 -1.103 0.136
C -2.432 0.186 0.081
H -2.602 0.924 -0.708
H -1.085 1.297 1.507
H -2.534 -2.843 1.512
H -3.674 -1.541 -0.571
Ir -0.494 -1.294 0.456
C -0.598 2.285 4.975
N 0.791 1.884 4.987
C 1.555 1.938 6.219
C 1.413 1.636 3.812
O 0.855 1.707 2.709
H -0.697 3.345 4.712
H -0.996 2.153 5.982
H -1.165 1.687 4.255
H 1.980 0.955 6.452
H 2.391 2.643 6.129
H 0.893 2.238 7.035
H 2.479 1.353 3.918
```

Properties
Spin multiplicity   6
Charge   +2

Calculated atomic charges, method Löwdin, unit e:
1. C -0.405
2. C -0.100
3. C -0.095
4. C -0.096
5. Cl 0.331
6. H 0.090
7. H 0.073
8. H 0.072
9. H 0.090
10. H 0.069
11. H 0.070
12. H 0.090
13. H 0.071
14. H 0.073
15. C -0.252
16. C -0.201
17. C -0.154
18. H 0.135
19. C -0.091
20. C -0.215
21. H 0.099
22. H 0.113
23. H 0.133
24. H 0.145
25. C -0.221
26. C -0.245
27. C -0.191
28. H 0.115
29. C -0.169
30. C -0.098
31. H 0.144
32. H 0.096
33. H 0.134
34. H 0.131
35. Ir 1.232
36. C 0.059
37. N -0.034
38. C 0.057
39. C -0.178
40. O 0.132
41. H 0.156
42. H 0.124
43. H 0.114
44. H 0.143
45. H 0.145
46. H 0.123
47. H 0.181


<B>
The following is a DFT calculation (ωB97M-V with the def2-TZVPD basis set) of C17H26ClIrNO as an isolated structure.

```
47
C17H26ClIrNO ωB97M-V with the def2-TZVPD basis set
C 0.020 0.100 -5.099
C 1.404 0.673 -5.409
C -0.191 -1.219 -5.843
C -1.062 1.114 -5.478
Cl -0.095 -0.206 -3.295
H -0.139 -1.055 -6.924
H -1.181 -1.643 -5.636
H 0.593 -1.945 -5.596
H 1.509 0.867 -6.481
H 2.194 -0.034 -5.132
H 1.550 1.630 -4.895
H -1.039 1.318 -6.553
H -0.891 2.068 -4.967
H -2.063 0.730 -5.245
C 1.381 -1.775 1.816
C 1.033 -2.925 1.030
C 1.067 -2.541 -0.352
H 0.778 -3.921 1.397
C 1.426 -1.152 -0.418
C 1.620 -0.677 0.920
H 1.906 0.334 1.180
H 1.456 -1.751 2.900
H 0.847 -3.186 -1.196
H 1.537 -0.556 -1.315
C -1.727 0.382 1.285
C -2.070 -0.760 2.099
C -2.575 -1.784 1.211
H -1.955 -0.834 3.176
C -2.539 -1.286 -0.134
C -1.969 0.040 -0.101
H -1.762 0.684 -0.941
H -1.343 1.337 1.611
H -2.946 -2.757 1.518
H -2.866 -1.828 -1.020
Ir -0.464 -1.292 0.668
C -0.623 2.339 5.077
N 0.762 1.916 4.971
C 1.601 1.967 6.165
C 1.284 1.579 3.761
O 0.603 1.327 2.775
H -0.710 3.436 4.970
H -0.979 2.046 6.077
H -1.230 1.847 4.308
H 1.951 0.951 6.416
H 2.487 2.590 5.974
H 1.013 2.356 6.988
H 2.399 1.497 3.740
```

Properties
Spin multiplicity   6
Charge   +2

Calculated atomic charges, method Löwdin, unit e:
1. C -0.912
2. C -0.112
3. C -0.112
4. C -0.115
5. Cl 0.631
6. H 0.097
7. H 0.084
8. H 0.084
9. H 0.098
10. H 0.084
11. H 0.083
12. H 0.097
13. H 0.082
14. H 0.083
15. C -0.205
16. C -0.171
17. C -0.163
18. H 0.131
19. C -0.214
20. C -0.222
21. H 0.101
22. H 0.114
23. H 0.133
24. H 0.065
25. C -0.218
26. C -0.198
27. C -0.175
28. H 0.113
29. C -0.157
30. C -0.204
31. H 0.101
32. H 0.093
33. H 0.128
34. H 0.135
35. Ir 1.639
36. C 0.057
37. N -0.031
38. C 0.056
39. C -0.181
40. O 0.112
41. H 0.158
42. H 0.131
43. H 0.110
44. H 0.147
45. H 0.140
46. H 0.116
47. H 0.186


Tell me which of them is the least stable. Sure, it is <B>.


<A>
The following is a DFT calculation (ωB97M-V with the def2-TZVPD basis set) of C26H78O13S13 as an isolated structure.

```
130
C26H78O13S13 ωB97M-V with the def2-TZVPD basis set
C 47.138 23.815 12.417
S 45.526 23.316 13.133
O 45.172 22.154 12.221
C 45.941 22.742 14.847
H 47.627 24.636 12.940
H 46.959 24.269 11.442
H 47.738 22.915 12.282
H 46.590 21.867 14.870
H 45.188 22.610 15.624
H 46.630 23.423 15.346
C 45.936 22.639 17.653
S 44.100 22.804 17.837
O 43.701 23.345 19.202
C 44.028 24.331 16.690
H 46.406 22.185 18.525
H 46.288 23.665 17.759
H 46.295 22.215 16.715
H 43.968 24.048 15.639
H 44.778 25.074 16.959
H 43.005 24.657 16.876
C 46.241 22.449 20.997
S 47.547 21.255 20.547
O 47.779 20.317 21.742
C 46.646 20.291 19.299
H 46.010 23.079 20.138
H 46.574 22.920 21.921
H 45.380 21.832 21.258
H 45.765 19.839 19.754
H 47.178 19.485 18.794
H 46.369 20.934 18.464
C 52.274 15.123 16.852
S 51.446 15.975 15.367
O 50.467 17.108 15.815
C 52.928 16.827 14.779
H 52.774 15.910 17.417
H 52.963 14.326 16.572
H 51.614 14.686 17.601
H 53.637 16.038 14.531
H 53.206 17.463 15.619
H 52.736 17.452 13.907
C 51.886 19.262 15.849
S 52.152 21.031 16.475
O 50.750 21.636 16.581
C 52.644 20.648 18.196
H 51.501 19.260 14.829
H 51.209 18.793 16.563
H 52.797 18.664 15.863
H 53.425 19.889 18.225
H 51.758 20.327 18.743
H 52.937 21.520 18.781
C 51.588 17.370 12.641
S 50.747 19.016 12.460
O 50.981 19.484 11.010
C 49.026 18.325 12.639
H 52.656 17.551 12.763
H 51.248 16.650 11.897
H 51.201 16.881 13.534
H 48.245 19.039 12.374
H 48.760 18.093 13.670
H 48.843 17.411 12.075
C 47.441 20.634 16.786
S 49.073 19.936 17.279
O 48.804 19.032 18.465
C 49.254 18.661 15.881
H 47.575 21.143 15.831
H 47.080 21.330 17.544
H 46.703 19.838 16.694
H 48.375 18.054 15.663
H 50.004 17.976 16.277
H 49.741 19.063 14.993
C 43.497 17.740 17.704
S 44.290 19.236 18.371
O 45.644 19.335 17.686
C 43.177 20.362 17.422
H 42.660 17.482 18.351
H 44.167 16.897 17.871
H 43.296 17.948 16.652
H 43.449 21.310 17.885
H 42.128 20.244 17.693
H 43.367 20.280 16.352
C 49.085 16.100 14.730
S 48.249 14.412 14.837
O 48.424 13.872 16.274
C 46.522 15.066 14.695
H 48.462 16.841 15.230
H 49.333 16.422 13.719
H 50.043 16.041 15.249
H 46.465 15.900 13.995
H 46.210 15.388 15.689
H 45.758 14.327 14.454
C 49.015 16.227 17.682
S 47.412 15.330 17.564
O 46.918 14.979 18.996
C 46.430 16.884 17.167
H 48.750 17.102 18.275
H 49.548 16.461 16.760
H 49.735 15.658 18.270
H 46.547 17.727 17.849
H 45.358 16.689 17.138
H 46.705 17.244 16.175
C 48.813 21.355 12.202
S 48.198 21.136 13.928
O 47.800 19.678 14.042
C 49.873 21.269 14.768
H 49.316 20.422 11.948
H 49.631 22.075 12.193
H 48.115 21.552 11.389
H 49.685 21.140 15.834
H 50.348 22.216 14.510
H 50.562 20.441 14.600
C 50.291 22.808 20.867
S 51.067 22.028 19.434
O 52.381 21.751 20.106
C 50.159 20.414 19.612
H 50.617 22.216 21.722
H 49.204 22.750 20.805
H 50.757 23.782 21.019
H 50.048 20.026 20.625
H 50.481 19.526 19.069
H 49.149 20.446 19.204
C 46.519 17.413 19.910
S 47.400 18.058 21.424
O 47.397 16.943 22.402
C 49.108 18.193 20.850
H 46.516 18.216 19.174
H 45.518 17.043 20.134
H 47.039 16.575 19.444
H 49.676 18.541 21.713
H 49.236 18.780 19.941
H 49.524 17.199 20.689
```

Properties
Spin multiplicity   1

Löwdin atomic charge list, values in e, 99 entries:
1. C -0.251
2. S 0.878
3. O -0.556
4. C -0.329
5. H 0.062
6. H 0.062
7. H -0.047
8. H -0.060
9. H -0.003
10. H 0.079
11. C -0.274
12. S 0.905
13. O -0.478
14. C -0.179
15. H 0.001
16. H 0.092
17. H 0.001
18. H 0.025
19. H 0.064
20. H 0.049
21. C -0.198
22. S 0.895
23. O -0.606
24. C -0.394
25. H 0.023
26. H 0.063
27. H 0.065
28. H 0.026
29. H 0.020
30. H -0.022
31. C -0.127
32. S 1.074
33. O -0.637
34. C -0.236
35. H 0.060
36. H 0.066
37. H 0.055
38. H 0.096
39. H 0.028
40. H -0.023
41. C -0.230
42. S 1.006
43. O -0.735
44. C -0.336
45. H 0.003
46. H 0.053
47. H 0.026
48. H 0.084
49. H -0.032
50. H -0.021
51. C -0.240
52. S 0.946
53. O -0.519
54. C -0.237
55. H 0.054
56. H 0.097
57. H -0.027
58. H 0.050
59. H 0.018
60. H 0.080
61. C -0.227
62. S 1.099
63. O -0.690
64. C -0.209
65. H -0.024
66. H -0.013
67. H 0.064
68. H 0.047
69. H -0.141
70. H 0.023
71. C -0.216
72. S 1.010
73. O -0.676
74. C -0.258
75. H 0.071
76. H 0.025
77. H 0.071
78. H -0.151
79. H 0.078
80. H 0.083
81. C -0.328
82. S 0.943
83. O -0.695
84. C -0.258
85. H 0.024
86. H 0.044
87. H -0.208
88. H 0.062
89. H -0.030
90. H 0.055
91. C -0.176
92. S 0.952
93. O -0.528
94. C -0.255
95. H 0.036
96. H -0.018
97. H 0.071
98. H -0.001
99. H 0.022


<B>
The following is a DFT calculation (ωB97M-V with the def2-TZVPD basis set) of a 13-piece molecular cluster, C26H78O13S13 overall.

```
130
C26H78O13S13 ωB97M-V with the def2-TZVPD basis set
C -1.449 -5.379 0.072
S -2.247 -4.124 1.094
O -1.140 -3.340 1.755
C -2.801 -3.106 -0.270
H -1.196 -6.348 0.502
H -0.466 -5.008 -0.251
H -1.994 -5.520 -0.864
H -2.035 -2.993 -1.033
H -2.973 -2.100 0.113
H -3.705 -3.535 -0.695
C -0.396 4.298 2.488
S -0.335 4.632 0.713
O -0.081 6.112 0.631
C 1.233 3.795 0.343
H -0.336 3.218 2.612
H -1.320 4.609 2.972
H 0.452 4.770 2.982
H 1.024 2.912 -0.262
H 1.835 3.469 1.208
H 1.905 4.470 -0.188
C -5.954 -0.632 2.308
S -4.682 0.277 1.363
O -4.938 0.164 -0.109
C -5.102 1.956 1.961
H -6.934 -0.181 2.140
H -5.762 -0.438 3.369
H -5.926 -1.707 2.165
H -5.428 1.818 2.987
H -5.891 2.391 1.349
H -4.178 2.517 1.838
C 3.206 -3.626 -3.108
S 3.791 -3.814 -1.407
O 2.859 -2.977 -0.585
C 3.221 -5.527 -1.187
H 3.659 -4.427 -3.695
H 3.534 -2.667 -3.496
H 2.121 -3.722 -3.117
H 3.258 -5.778 -0.132
H 3.843 -6.157 -1.824
H 2.211 -5.588 -1.596
C 4.125 0.075 0.614
S 5.335 0.967 -0.446
O 6.497 1.392 0.401
C 5.992 -0.371 -1.526
H 4.110 -0.977 0.327
H 3.245 0.646 0.327
H 4.319 0.194 1.673
H 6.880 0.000 -2.023
H 5.212 -0.792 -2.156
H 6.280 -1.132 -0.795
C -1.337 1.128 0.626
S -0.850 0.456 -0.991
O -0.049 1.442 -1.771
C 0.396 -0.667 -0.320
H -1.753 0.368 1.281
H -1.869 2.064 0.481
H -0.408 1.411 1.136
H 1.072 -0.152 0.363
H 0.979 -1.067 -1.142
H -0.137 -1.460 0.213
C 1.051 -5.381 3.385
S 2.623 -4.786 2.716
O 3.522 -4.681 3.907
C 2.091 -3.081 2.421
H 1.332 -6.389 3.694
H 0.199 -5.435 2.713
H 0.806 -4.762 4.247
H 2.922 -2.469 2.075
H 1.737 -2.653 3.359
H 1.261 -2.990 1.720
C -4.508 5.461 -0.520
S -4.583 4.428 -2.033
O -4.491 5.407 -3.160
C -3.015 3.559 -1.774
H -5.506 5.873 -0.398
H -3.781 6.248 -0.706
H -4.212 4.834 0.321
H -2.155 4.164 -1.483
H -2.754 3.032 -2.687
H -3.247 2.921 -0.920
C 3.896 1.712 -4.153
S 3.179 0.134 -4.695
O 4.306 -0.840 -4.838
C 2.270 -0.288 -3.138
H 4.379 2.244 -4.964
H 4.658 1.524 -3.390
H 3.133 2.258 -3.597
H 1.512 -1.048 -3.324
H 1.889 0.649 -2.744
H 2.936 -0.788 -2.430
C 0.285 5.982 -5.402
S 1.150 4.489 -4.824
O 2.394 5.092 -4.226
C 0.129 4.101 -3.413
H 0.573 6.795 -4.741
H -0.788 5.827 -5.506
H 0.727 6.163 -6.382
H -0.849 3.751 -3.745
H -0.113 5.048 -2.919
H 0.679 3.479 -2.717
C -2.790 1.385 6.259
S -2.938 0.910 4.500
O -1.843 1.609 3.740
C -2.435 -0.818 4.593
H -3.095 0.471 6.775
H -3.503 2.151 6.547
H -1.751 1.620 6.473
H -3.209 -1.470 5.004
H -1.508 -1.010 5.132
H -2.328 -1.120 3.549
C -1.835 -5.473 -4.544
S -2.379 -3.771 -4.269
O -3.399 -3.786 -3.169
C -0.809 -3.191 -3.546
H -0.941 -5.564 -5.157
H -2.663 -5.987 -5.032
H -1.685 -5.969 -3.582
H -0.536 -3.908 -2.769
H -0.954 -2.203 -3.115
H -0.032 -3.194 -4.310
C 1.508 2.532 4.861
S 2.605 1.463 3.901
O 2.665 1.966 2.485
C 1.460 0.054 3.845
H 1.451 2.064 5.850
H 0.505 2.683 4.490
H 2.066 3.459 4.994
H 0.468 0.289 4.218
H 1.930 -0.796 4.339
H 1.421 -0.222 2.790
```

Properties
Spin multiplicity   1

Löwdin atomic charge list, values in e, 99 entries:
1. C -0.261
2. S 0.848
3. O -0.582
4. C -0.260
5. H 0.051
6. H 0.052
7. H 0.042
8. H 0.026
9. H 0.036
10. H 0.056
11. C -0.265
12. S 0.804
13. O -0.559
14. C -0.237
15. H 0.000
16. H 0.055
17. H 0.062
18. H 0.012
19. H 0.027
20. H 0.068
21. C -0.247
22. S 0.762
23. O -0.538
24. C -0.242
25. H 0.059
26. H 0.034
27. H 0.051
28. H 0.028
29. H 0.064
30. H 0.030
31. C -0.242
32. S 0.841
33. O -0.576
34. C -0.246
35. H 0.064
36. H 0.007
37. H 0.037
38. H 0.022
39. H 0.054
40. H 0.045
41. C -0.240
42. S 0.818
43. O -0.563
44. C -0.237
45. H 0.021
46. H 0.010
47. H 0.042
48. H 0.055
49. H 0.015
50. H 0.049
51. C -0.261
52. S 0.841
53. O -0.568
54. C -0.236
55. H 0.027
56. H 0.021
57. H 0.039
58. H 0.044
59. H 0.014
60. H 0.036
61. C -0.252
62. S 0.816
63. O -0.550
64. C -0.277
65. H 0.045
66. H 0.024
67. H 0.058
68. H 0.039
69. H 0.031
70. H 0.024
71. C -0.239
72. S 0.823
73. O -0.564
74. C -0.278
75. H 0.042
76. H 0.061
77. H 0.031
78. H 0.022
79. H 0.049
80. H 0.020
81. C -0.236
82. S 0.845
83. O -0.579
84. C -0.252
85. H 0.060
86. H 0.032
87. H 0.035
88. H 0.032
89. H 0.023
90. H 0.027
91. C -0.249
92. S 0.808
93. O -0.569
94. C -0.282
95. H 0.059
96. H 0.054
97. H 0.041
98. H 0.044
99. H 0.064


Tell me which of them is the least stable. Sure, it is <A>.